{"formula": "C4H9O2", "method": "ωB97M-V/def2-TZVPD", "elements": ["C", "O", "C", "C", "H", "H", "H", "H", "H", "H", "C", "O", "H", "H", "H"], "positions_angstrom": [[1.2248, -0.9302, 1.7278], [0.6856, -0.6133, 3.0368], [0.4746, -0.2464, 0.6384], [0.9757, 0.7190, -0.1252], [1.1401, -2.0123, 1.6341], [2.2855, -0.6700, 1.7373], [0.1062, 0.1340, 2.8942], [-0.5883, -0.4734, 0.5274], [0.3025, 1.2477, -0.8005], [2.0026, 1.0487, 0.0352], [-1.7167, 0.3609, -2.2535], [-1.7155, 0.8604, -0.9920], [-2.6652, -0.1597, -2.5299], [-1.5845, 1.1474, -3.0372], [-0.9272, -0.4129, -2.4928]], "atomic_forces_ev_per_a": [[-0.043, -0.141, 0.412], [0.179, -0.230, -0.256], [-0.113, 0.245, 0.069], [0.149, 0.183, 0.455], [0.060, -0.171, -0.035], [0.077, 0.084, -0.173], [-0.210, 0.292, 0.012], [0.131, 0.030, -0.191], [-0.014, -0.245, -0.007], [0.064, -0.104, -0.155], [-0.185, 0.178, 0.353], [-0.073, -0.174, -0.299], [-0.106, -0.046, -0.136], [0.027, -0.045, -0.208], [0.057, 0.142, 0.159]], "homo_energy_ev": -2.32, "mol_weight_da": 89.11, "relative_energy_kj_mol": 319.99, "total_energy_ev": -8387.175, "spin_multiplicity": 1, "charge": -1, "gap_ev": 6.2}